This record from OMol25 describes a 2-piece molecular cluster, C21H30F4N3O3 overall. The level of theory is ωB97M-V/def2-TZVPD.

lowest unoccupied orbital energy: -0.0933 Eh

The geometry in ORCA input format:
```
! wB97M-V def2-TZVPD RIJCOSX def2/J DEFGRID3
* xyz 1 1
C 4.02213 -1.79922 1.68730
C 3.36325 -1.76344 0.27439
F 3.64398 -0.60941 -0.41125
C 1.85018 -1.96648 0.47933
C 1.43949 -3.23279 1.01150
N 0.19196 -3.51858 1.26865
C -0.69327 -2.52115 0.95806
C -2.08206 -2.75282 1.21895
C -2.60122 -4.05966 1.81144
C -2.17676 -5.33165 1.04261
C -2.72630 -5.36159 -0.37263
F -4.05527 -5.16948 -0.49824
C -1.92904 -5.59339 -1.41214
F -2.27404 -5.16886 -2.62779
F -0.78595 -6.24758 -1.30084
C -2.99495 -1.76823 0.96007
C -2.59011 -0.49566 0.43763
C -3.58177 0.64387 0.17105
C -5.03608 0.15771 -0.04489
O -5.18620 -0.47113 -1.30967
C -1.25689 -0.30245 0.18347
O -0.85197 0.91866 -0.35007
C -0.25357 -1.29075 0.43621
N 1.05606 -0.97071 0.15394
H 4.96064 -1.22744 1.69419
H 4.24811 -2.83302 1.98990
H 3.29659 -1.40077 2.41322
H 3.71877 -2.67236 -0.24371
H 2.19099 -3.99549 1.23340
H -2.19920 -4.14954 2.83678
H -3.69519 -4.06472 1.92458
H -1.10268 -5.52917 1.03522
H -2.63953 -6.18893 1.57344
H -4.05222 -1.93780 1.16794
H -3.61328 1.26860 1.09141
H -3.24556 1.30859 -0.63530
H -5.67193 1.05734 0.00282
H -5.34721 -0.47984 0.79683
H -5.09319 -1.41741 -1.14532
H -1.24430 1.60457 0.20646
C 3.67122 4.38711 -0.62737
N 2.26631 4.83018 -0.94137
C 2.34729 6.11601 -1.70971
C 1.52789 5.07276 0.33390
C 1.54555 3.81448 -1.81576
C 1.32052 2.45495 -1.18758
O 2.55205 1.84643 -0.86145
H 4.21379 5.24777 -0.23695
H 3.64326 3.61510 0.13153
H 4.13800 4.03210 -1.54129
H 2.85246 6.85673 -1.09437
H 1.33656 6.44585 -1.94071
H 2.90839 5.93573 -2.62369
H 1.52873 4.16055 0.92368
H 0.50977 5.37323 0.09326
H 2.03773 5.86321 0.88081
H 2.15188 3.71569 -2.71683
H 0.58460 4.25753 -2.07862
H 0.80243 1.81831 -1.90667
H 0.70175 2.52077 -0.29391
H 2.35740 0.96764 -0.49579
*
```

This record from OMol25 describes a single C3H3NS2 molecule. The level of theory is ωB97M-V/def2-TZVPD.

energy relative to the best compared isomer or geometry (same formula, charge and spin): 17.7 kcal/mol
lowest unoccupied orbital energy (spin up / spin down): 0.0190 / -0.0924 Eh

The geometry in ORCA input format:
```
! wB97M-V def2-TZVPD RIJCOSX def2/J DEFGRID3
* xyz 0 3
C -0.03920 -0.41879 -0.91665
C -1.34298 -0.21544 -0.59467
C 0.63803 0.58159 1.12652
N 0.93607 -0.09947 0.06441
S 1.45162 1.40857 2.22242
S -1.58377 0.62188 0.89488
H 0.37119 -0.91473 -1.84678
H -2.28482 -0.43544 -1.04461
H 1.85387 -0.52817 0.09448
*
```

This record from OMol25 describes a 2-piece molecular cluster, C5H14P2 overall. The level of theory is ωB97M-V/def2-TZVPD.

energy relative to the best compared isomer or geometry (same formula, charge and spin): 125.3 kcal/mol
lowest unoccupied orbital energy (spin up / spin down): -0.0261 / -0.0134 Eh

The geometry in ORCA input format:
```
! wB97M-V def2-TZVPD RIJCOSX def2/J DEFGRID3
* xyz 0 1
C 2.38313 1.31566 0.77540
C -2.05415 1.10367 -0.38217
C -2.07991 -1.65353 0.15807
C 1.30843 0.97140 -0.33500
C 0.38080 -0.20181 -0.02443
P 1.07357 -1.85180 -0.01484
P -1.19550 -0.15038 0.79589
H 2.39930 0.41683 1.56232
H 3.38125 1.47087 0.23301
H 2.16477 2.23985 1.26990
H -1.68906 2.04416 -0.10007
H -3.06721 1.06618 -0.23242
H -1.52428 0.82864 -1.33280
H -1.66726 -2.39124 0.78020
H -1.78052 -1.70324 -0.88861
H -3.11717 -1.66655 0.17301
H 0.67374 1.82551 -0.40403
H 1.83470 0.72454 -1.24306
H -0.96156 -0.49773 -2.22892
H 1.04756 -2.21398 1.43432
H 2.48937 -1.67702 0.00425
*
```

This record from OMol25 describes a single C4H4O2S molecule. The level of theory is ωB97M-V/def2-TZVPD.

energy relative to the best compared isomer or geometry (same formula, charge and spin): 70.1 kcal/mol
lowest unoccupied orbital energy: 0.0232 Eh

The geometry in ORCA input format:
```
! wB97M-V def2-TZVPD RIJCOSX def2/J DEFGRID3
* xyz 0 1
C 0.16629 1.05338 0.72667
C -0.78717 -0.03303 0.52934
C 1.24953 1.11779 -0.04041
C -0.92914 -0.57621 -0.80574
O 2.18619 1.44599 -0.63000
O 1.46971 -1.33280 0.11015
S 0.05796 -1.71653 0.32940
H 0.54646 1.12953 1.75621
H -1.79768 -0.00886 0.97595
H -1.89505 -0.83452 -1.26114
H -0.26709 -0.24474 -1.69043
*
```

This record from OMol25 describes a 2-piece molecular cluster, C4H4OS overall. The level of theory is ωB97M-V/def2-TZVPD.

energy relative to the best compared isomer or geometry (same formula, charge and spin): 37.6 kcal/mol
lowest unoccupied orbital energy (spin up / spin down): -0.0008 / -0.0802 Eh

The geometry in ORCA input format:
```
! wB97M-V def2-TZVPD RIJCOSX def2/J DEFGRID3
* xyz 0 3
C -1.62014 1.23567 -0.30576
C -0.87339 0.19049 0.12781
C 1.72680 -1.70039 -0.00410
C 0.53954 0.22343 0.23864
O 1.37466 -2.72895 -0.38134
S 1.73138 1.25908 0.49626
H -2.72160 1.14044 -0.44036
H -1.41019 2.29735 -0.33962
H -1.42761 -0.78744 0.27597
H 2.68055 -1.12968 0.33249
*
```

This record from OMol25 describes a 2-piece molecular cluster, C6H14O overall. The level of theory is ωB97M-V/def2-TZVPD.

energy relative to the best compared isomer or geometry (same formula, charge and spin): 17.9 kcal/mol
lowest unoccupied orbital energy: 0.0386 Eh

The geometry in ORCA input format:
```
! wB97M-V def2-TZVPD RIJCOSX def2/J DEFGRID3
* xyz 0 1
C -1.18806 2.83081 0.06930
C -0.10429 2.05559 0.10164
C 0.13550 0.86484 -0.78314
C 0.62731 -0.37341 -0.02562
C 0.94784 -1.52935 -0.97336
C 1.58116 -2.72917 -0.27401
H -1.29604 3.69515 0.72010
H -2.00342 2.63666 -0.62588
H 0.69621 2.29079 0.80658
H -0.78189 0.62504 -1.33724
H 0.89238 1.13607 -1.53466
H -0.12890 -0.67867 0.71162
H 1.53152 -0.11376 0.54525
H 1.62723 -1.16583 -1.75772
H 0.02789 -1.84250 -1.48572
H 1.78661 -3.53749 -0.98420
H 0.92269 -3.12766 0.50608
H 2.52938 -2.45044 0.20147
O -2.44204 0.59259 2.04374
H -1.94208 1.13741 1.41946
H -2.40516 1.09368 2.86544
*
```

no.,F_max (eV Å⁻¹),calculated total energy (eV)
1,2.36,-43738.463
2,2.71,-26315.949
3,4.23,-23983.836
4,3.39,-19139.951
5,2.32,-17089.982
6,0.18,-8496.116